[1]
C41H37FN4O7TaTe | ωB97M-V/def2-TZVPD

Calculated values
E_HOMO (alpha / beta)	-12.05 / -13.68	eV
Kohn-Sham gap (alpha / beta)	5.8699 / 7.4504	eV
expectation value of S²	0.76

The geometry in ORCA input format:
```
! RIJCOSX wB97M-V def2-TZVPD def2/J DEFGRID3
* xyz 2 2
Ta -0.057 1.928 0.620
O 1.208 2.756 3.714
C 1.379 2.207 2.654
O 0.676 1.157 2.235
C 2.345 2.639 1.616
C 3.544 3.307 1.876
C 4.459 3.452 0.863
C 4.170 2.927 -0.423
C 5.093 2.969 -1.483
C 4.773 2.448 -2.712
C 3.517 1.868 -2.929
C 2.587 1.810 -1.915
C 2.901 2.323 -0.649
N 1.998 2.203 0.379
H 3.731 3.666 2.874
H 5.405 3.934 1.040
H 6.059 3.413 -1.303
H 5.490 2.482 -3.516
H 3.275 1.467 -3.902
H 1.610 1.360 -2.063
C -0.838 -7.951 2.029
C -0.709 -6.480 1.835
C -1.805 -5.697 1.495
C -1.703 -4.328 1.291
C -2.945 -3.534 1.039
C -0.440 -3.731 1.377
Te 0.035 -1.656 0.966
N -0.546 0.492 -0.437
C -1.559 -0.257 -0.713
O -1.576 -1.464 -0.227
C -2.703 0.230 -1.456
C -2.607 1.459 -2.123
C -3.716 1.977 -2.762
C -4.922 1.281 -2.737
C -5.017 0.061 -2.082
C -3.911 -0.473 -1.448
C 1.437 -2.044 -0.614
C 1.125 -2.827 -1.734
C -0.099 -3.679 -1.838
C 2.044 -2.864 -2.777
C 3.241 -2.163 -2.744
C 4.189 -2.198 -3.893
C 3.542 -1.439 -1.595
C 2.667 -1.373 -0.523
C 3.103 -0.685 0.733
C 0.655 -4.481 1.833
C 1.945 -3.778 2.128
C 0.512 -5.841 2.043
H -1.769 -8.328 1.618
H -0.813 -8.189 3.090
H -0.007 -8.474 1.562
H -2.777 -6.157 1.404
H -3.806 -4.074 1.421
H -3.099 -3.379 -0.029
H -2.884 -2.566 1.545
H -1.655 1.980 -2.145
H -3.648 2.918 -3.289
H -5.788 1.696 -3.232
H -5.955 -0.472 -2.065
H -3.976 -1.412 -0.923
H -0.849 -3.397 -1.105
H 0.174 -4.719 -1.657
H -0.529 -3.624 -2.836
H 1.820 -3.478 -3.634
H 3.969 -3.028 -4.557
H 5.215 -2.290 -3.547
H 4.117 -1.275 -4.468
H 4.488 -0.925 -1.525
H 3.819 0.100 0.503
H 3.610 -1.403 1.378
H 2.259 -0.258 1.284
H 1.728 -2.737 2.420
H 2.607 -3.794 1.262
H 2.461 -4.264 2.956
H 1.358 -6.422 2.383
F -5.264 7.616 3.379
C -4.691 6.723 2.587
C -3.352 6.566 2.598
N -2.762 5.624 1.794
C -1.348 5.356 1.713
C -1.217 3.955 1.083
O -0.421 3.832 0.087
O -1.305 2.934 1.846
C -3.484 4.798 1.010
O -2.851 3.925 0.358
N -4.811 4.948 0.991
C -5.566 5.918 1.721
O -6.744 5.984 1.577
H -2.707 7.163 3.227
H -0.894 5.358 2.705
H -0.845 6.071 1.057
H -5.370 4.329 0.407
*
```



[2]
C10H20F6Na3O10S2 | ωB97M-V/def2-TZVPD

Calculated values
E_HOMO	-11.25	eV
Kohn-Sham gap	7.0207	eV

The geometry in ORCA input format:
```
! RIJCOSX wB97M-V def2-TZVPD def2/J DEFGRID3
* xyz 1 1
Na 2.724 -2.503 2.012
Na -1.907 0.878 2.031
Na -2.264 -4.645 1.413
C 2.013 1.418 4.620
F 2.276 2.405 3.760
F 3.149 1.034 5.188
F 1.151 1.851 5.535
S 1.269 -0.010 3.759
O 2.205 -0.327 2.693
O 1.157 -1.024 4.779
O -0.023 0.443 3.254
C -0.057 -1.679 -1.741
F -1.158 -1.271 -2.357
F 0.350 -2.817 -2.298
F 0.904 -0.773 -1.824
S -0.447 -1.999 0.031
O -1.309 -0.900 0.415
O -1.151 -3.281 0.036
O 0.807 -2.036 0.743
C -3.195 1.433 -0.721
O -4.178 0.748 0.018
C -4.236 -0.668 -0.215
C -4.550 -1.378 1.082
O -5.886 -1.386 1.490
C -6.550 -0.145 1.688
H -2.240 0.883 -0.679
H -3.119 2.428 -0.296
H -3.396 1.483 -1.800
H -3.256 -0.980 -0.574
H -5.042 -0.802 -0.940
H -3.941 -0.975 1.907
H -4.317 -2.436 0.915
H -6.078 0.677 1.168
H -6.666 0.049 2.764
H -7.592 -0.247 1.372
C 4.301 1.467 -0.141
O 4.181 2.353 -1.222
C 3.162 2.025 -2.116
C 3.482 0.817 -2.954
O 4.791 0.897 -3.429
C 4.999 0.161 -4.592
H 3.375 0.905 0.068
H 4.545 1.913 0.825
H 5.056 0.688 -0.331
H 3.079 2.899 -2.768
H 2.185 1.929 -1.626
H 2.763 0.707 -3.776
H 3.422 -0.112 -2.361
H 5.996 0.410 -4.951
H 4.316 0.417 -5.418
H 4.902 -0.922 -4.436
*
```



[3]
C6H9N3 | ωB97M-V/def2-TZVPD

Calculated values
E_HOMO	-8.83	eV
Kohn-Sham gap	9.6805	eV
SMILES string	C1#CC/N=C\NNCC1
ΔE to the lowest compared entry with this formula, charge and spin	382.2	kJ/mol

The geometry in ORCA input format:
```
! RIJCOSX wB97M-V def2-TZVPD def2/J DEFGRID3
* xyz 0 1
C -0.760 -1.437 -0.098
C 0.426 -1.490 -0.056
C 1.863 -1.439 0.137
N 2.397 -0.116 -0.165
C 1.854 1.057 -0.181
N 0.532 1.568 -0.228
N -0.534 1.126 0.607
C -1.702 0.695 -0.147
C -2.075 -0.818 -0.136
H 2.329 -2.145 -0.467
H 2.107 -1.913 1.111
H 2.588 1.829 -0.320
H 0.772 2.557 0.158
H -0.224 0.403 1.167
H -1.565 0.940 -1.212
H -2.581 1.240 0.123
H -2.716 -0.994 0.749
H -2.711 -1.064 -1.044
*
```



[4]
C42H86N2O11 | ωB97M-V/def2-TZVPD

Calculated values
E_HOMO	-9.25	eV
Kohn-Sham gap	9.5491	eV
SMILES string	CN(C)C=O.CN(C)C=O.C1CCOC1.C1CCOC1.C1CCOC1.C1CCOC1.C1CCOC1.C1CCOC1.C1CCOC1.C1CCOC1.C1CCOC1
ΔE to the lowest compared entry with this formula, charge and spin	264.4	kJ/mol

The geometry in ORCA input format:
```
! RIJCOSX wB97M-V def2-TZVPD def2/J DEFGRID3
* xyz 0 1
C -1.330 -9.086 3.801
N -2.048 -10.339 3.867
C -2.637 -10.643 5.187
C -1.900 -11.318 2.892
O -2.240 -12.524 3.017
H -1.989 -8.302 4.174
H -1.001 -8.793 2.805
H -0.500 -9.084 4.508
H -3.193 -11.560 5.382
H -1.885 -10.586 5.974
H -3.305 -9.817 5.431
H -1.462 -10.853 1.995
C 0.748 0.734 -1.138
N 0.215 -0.589 -0.759
C -0.070 -0.761 0.666
C 0.214 -1.619 -1.583
O -0.067 -2.758 -1.192
H 0.170 1.569 -0.740
H 0.871 0.791 -2.219
H 1.685 0.899 -0.606
H -0.831 -0.023 0.922
H -0.618 -1.669 0.918
H 0.792 -0.552 1.300
H 0.515 -1.253 -2.577
C -3.179 10.696 -1.804
C -3.152 9.994 -0.435
C -2.320 8.731 -0.753
O -2.515 8.484 -2.191
C -3.304 9.473 -2.751
H -2.224 11.135 -2.094
H -3.932 11.474 -1.927
H -4.128 9.696 -0.050
H -2.832 10.665 0.362
H -2.615 7.885 -0.132
H -1.273 8.939 -0.533
H -4.329 9.109 -2.819
H -2.821 9.815 -3.667
C -6.706 2.264 3.919
C -6.463 3.226 2.805
C -7.207 4.463 3.296
O -7.947 4.113 4.431
C -7.305 3.077 5.045
H -5.749 1.819 4.193
H -7.443 1.493 3.695
H -6.803 2.779 1.870
H -5.380 3.345 2.838
H -7.934 4.751 2.536
H -6.633 5.356 3.545
H -8.063 2.512 5.586
H -6.574 3.407 5.784
C -7.618 -3.936 -1.061
C -8.303 -3.030 -2.069
C -8.848 -3.930 -3.165
O -7.924 -5.087 -3.103
C -7.318 -5.250 -1.830
H -8.242 -4.269 -0.232
H -6.683 -3.511 -0.696
H -7.463 -2.457 -2.461
H -8.980 -2.219 -1.800
H -8.849 -3.402 -4.119
H -9.847 -4.355 -3.070
H -6.258 -5.447 -1.995
H -7.665 -6.130 -1.290
C 5.290 4.153 4.846
C 6.497 4.854 4.290
C 7.146 5.315 5.594
O 6.042 5.335 6.476
C 4.755 5.009 5.927
H 5.375 3.107 5.141
H 4.491 4.017 4.117
H 6.255 5.737 3.699
H 7.202 4.289 3.681
H 7.612 6.279 5.392
H 7.927 4.606 5.866
H 4.109 5.843 5.653
H 4.318 4.476 6.771
C 2.975 6.057 -7.783
C 2.452 5.050 -8.791
C 0.959 5.275 -8.621
O 0.829 6.702 -8.627
C 2.006 7.240 -8.019
H 4.025 6.176 -8.050
H 2.890 5.559 -6.817
H 2.752 4.061 -8.446
H 2.684 5.205 -9.845
H 0.596 4.825 -7.697
H 0.276 4.763 -9.299
H 1.880 7.793 -7.088
H 2.507 7.859 -8.763
C 7.102 -5.873 2.057
C 7.460 -4.785 3.119
C 6.177 -4.260 3.719
O 5.119 -5.244 3.333
C 5.558 -5.796 2.107
H 7.466 -6.893 2.189
H 7.488 -5.562 1.086
H 8.035 -3.930 2.764
H 8.011 -5.225 3.950
H 5.933 -3.292 3.280
H 6.437 -4.129 4.769
H 5.194 -5.361 1.176
H 5.264 -6.846 2.116
C 10.609 0.288 -3.768
C 9.904 1.641 -4.029
C 8.659 1.601 -3.334
O 8.673 0.492 -2.434
C 9.486 -0.529 -3.066
H 11.386 0.461 -3.024
H 11.060 -0.336 -4.539
H 9.723 1.700 -5.103
H 10.563 2.421 -3.648
H 7.796 1.443 -3.980
H 8.469 2.487 -2.728
H 8.967 -1.190 -3.761
H 10.032 -1.074 -2.297
C -4.492 -2.737 -9.663
C -3.589 -2.573 -10.875
C -2.413 -1.827 -10.318
O -2.610 -1.555 -8.922
C -3.985 -1.670 -8.707
H -4.508 -3.648 -9.065
H -5.514 -2.557 -9.996
H -4.051 -1.989 -11.671
H -3.141 -3.462 -11.319
H -2.341 -0.778 -10.606
H -1.521 -2.453 -10.336
H -4.534 -0.740 -8.856
H -4.261 -1.724 -7.653
C -0.519 -4.067 10.191
C -0.925 -3.021 9.176
C -2.208 -2.519 9.778
O -1.965 -2.473 11.218
C -0.798 -3.242 11.471
H 0.513 -4.409 10.270
H -1.208 -4.911 10.164
H -1.035 -3.578 8.246
H -0.220 -2.191 9.119
H -3.125 -3.082 9.605
H -2.373 -1.504 9.418
H -0.991 -3.994 12.236
H 0.088 -2.633 11.652
*
```



[5]
C3H8O2S | ωB97M-V/def2-TZVPD

Calculated values
E_HOMO	0.19	eV
Kohn-Sham gap	5.7928	eV
ΔE to the lowest compared entry with this formula, charge and spin	80.2	kJ/mol

The geometry in ORCA input format:
```
! RIJCOSX wB97M-V def2-TZVPD def2/J DEFGRID3
* xyz -2 1
C -0.367 -0.110 0.198
O -1.525 0.807 0.104
C 0.899 0.277 -0.721
C 2.037 -0.754 -0.650
S 3.446 0.058 -1.475
H -0.070 -0.473 1.172
H -0.716 -1.095 -0.213
H 1.115 1.292 -0.290
H 0.624 0.425 -1.821
H 1.742 -1.703 -1.150
H 2.227 -1.123 0.326
H -2.314 0.497 0.782
H -3.511 1.401 2.097
O -3.587 0.500 1.641
*
```